Computed, not measured: a structure of composition C26H34AsCl3O2SSeSiSn, with the ωB97M-V functional and the def2-TZVPD basis.

Cartesian coordinates (Å):
Sn (-0.513, 0.797, -2.079)
Cl (5.201, 5.879, -1.534)
C (3.752, 4.924, -1.578)
C (3.827, 3.575, -1.854)
C (2.662, 2.828, -1.873)
Cl (2.812, 1.126, -2.227)
C (1.390, 3.367, -1.624)
O (0.269, 2.694, -1.571)
C (1.384, 4.751, -1.349)
Cl (-0.137, 5.491, -0.984)
C (2.528, 5.523, -1.323)
H (4.776, 3.100, -2.052)
H (2.463, 6.577, -1.100)
C (-5.004, -1.137, -1.634)
Si (-4.742, 0.688, -2.021)
C (-4.688, 0.956, -3.880)
C (-6.111, 1.717, -1.243)
Se (-2.837, 1.420, -1.031)
H (-5.991, -1.472, -1.958)
H (-4.923, -1.321, -0.562)
H (-4.257, -1.749, -2.140)
H (-5.659, 0.760, -4.338)
H (-3.959, 0.291, -4.344)
H (-4.405, 1.981, -4.111)
H (-7.082, 1.440, -1.655)
H (-5.950, 2.778, -1.430)
H (-6.145, 1.568, -0.163)
C (-0.410, -4.526, -1.529)
As (0.246, -2.688, -1.728)
C (1.558, -3.045, -3.141)
C (1.510, -2.663, -0.239)
H (0.412, -5.209, -1.314)
H (-0.901, -4.831, -2.452)
H (-1.134, -4.567, -0.718)
H (2.217, -3.865, -2.855)
H (2.156, -2.151, -3.318)
H (1.043, -3.300, -4.067)
H (2.082, -3.591, -0.201)
H (0.972, -2.512, 0.696)
H (2.185, -1.822, -0.380)
O (0.176, 0.429, 0.046)
S (-0.308, 1.459, 1.073)
C (1.194, 2.242, 1.736)
C (2.188, 1.314, 2.355)
C (2.339, 1.273, 3.738)
C (3.215, 0.375, 4.327)
C (3.949, -0.492, 3.532)
C (3.814, -0.445, 2.153)
C (2.944, 0.457, 1.564)
C (-0.825, 0.485, 2.538)
C (-0.728, -1.005, 2.369)
C (-1.606, -1.710, 1.556)
C (-1.497, -3.088, 1.449)
C (-0.522, -3.772, 2.161)
C (0.359, -3.073, 2.970)
C (0.265, -1.692, 3.062)
H (0.819, 2.970, 2.458)
H (1.594, 2.790, 0.883)
H (1.769, 1.955, 4.360)
H (3.323, 0.355, 5.403)
H (4.631, -1.197, 3.988)
H (4.389, -1.117, 1.530)
H (2.839, 0.495, 0.490)
H (-1.844, 0.823, 2.725)
H (-0.188, 0.780, 3.368)
H (-2.359, -1.178, 0.989)
H (-2.181, -3.627, 0.806)
H (-0.445, -4.849, 2.079)
H (1.129, -3.598, 3.520)
H (0.966, -1.143, 3.676)

Output
* highest occupied orbital energy: -7.6 eV
* ΔE to the lowest compared entry with this formula, charge and spin: 0.0 kcal per mole
* E: -219908.1010 eV
* orbital gap: 7.9683 eV

Here are the natural (NBO) charges for atoms 1 to 8, given in e: Sn 1.233; Cl -0.001; C -0.048; C -0.246; C -0.121; Cl 0.008; C 0.359; O -0.908

***

Computed, not measured: a structure of composition C26H34BrN5NiOS2, with the ωB97M-V functional and the def2-TZVPD basis.

Cartesian coordinates (Å):
Ni (10.541, 11.567, 11.908)
S (10.333, 11.275, 14.246)
C (9.493, 9.993, 13.547)
N (9.475, 9.911, 12.227)
C (8.700, 8.861, 11.738)
C (8.436, 8.480, 10.404)
C (7.595, 7.404, 10.156)
C (7.010, 6.701, 11.221)
C (7.251, 7.024, 12.540)
C (8.111, 8.101, 12.798)
S (8.538, 8.727, 14.376)
H (8.857, 9.048, 9.567)
H (7.323, 7.106, 9.142)
H (6.340, 5.859, 10.991)
H (6.792, 6.472, 13.367)
C (6.093, 15.491, 6.846)
C (7.661, 15.519, 6.887)
C (8.173, 16.973, 6.858)
C (8.222, 14.761, 5.668)
C (8.138, 14.856, 8.205)
C (8.976, 13.729, 8.231)
C (9.370, 13.177, 9.419)
Br (10.472, 11.639, 9.427)
C (8.998, 13.696, 10.685)
O (9.377, 13.201, 11.793)
C (8.141, 14.868, 10.667)
C (7.745, 15.388, 9.447)
C (7.644, 15.551, 11.957)
C (6.077, 15.556, 11.949)
C (8.125, 17.019, 11.932)
C (8.112, 14.888, 13.277)
H (5.716, 15.934, 5.893)
H (5.661, 16.081, 7.685)
H (5.738, 14.437, 6.924)
H (7.918, 17.451, 5.892)
H (9.281, 17.017, 6.988)
H (7.705, 17.565, 7.668)
H (7.881, 15.254, 4.730)
H (7.853, 13.718, 5.657)
H (9.326, 14.769, 5.658)
H (9.322, 13.260, 7.299)
H (7.086, 16.273, 9.466)
H (5.680, 16.122, 11.084)
H (5.704, 16.050, 12.869)
H (5.659, 14.526, 11.928)
H (7.756, 17.542, 11.025)
H (9.235, 17.076, 11.935)
H (7.755, 17.562, 12.833)
H (7.756, 13.848, 13.358)
H (7.719, 15.485, 14.132)
H (9.225, 14.877, 13.352)
C (16.129, 9.186, 13.246)
C (16.046, 9.025, 11.711)
C (15.016, 7.944, 11.281)
C (15.830, 10.373, 10.965)
N (14.558, 11.026, 11.408)
C (13.253, 10.685, 11.254)
N (12.507, 11.527, 11.931)
N (13.396, 12.352, 12.597)
N (14.565, 12.057, 12.289)
H (16.379, 8.200, 13.704)
H (15.172, 9.559, 13.691)
H (16.928, 9.896, 13.531)
H (17.036, 8.657, 11.355)
H (14.019, 8.092, 11.739)
H (15.396, 6.960, 11.620)
H (14.913, 7.925, 10.169)
H (15.793, 10.194, 9.867)
H (16.636, 11.102, 11.186)
H (12.868, 9.879, 10.639)

Output
* highest occupied orbital energy (alpha / beta): -7.1 / -7.1 eV
* ΔE to the lowest compared entry with this formula, charge and spin: 10.3 kcal per mole
* E: -169768.2855 eV
* orbital gap (alpha / beta): 7.1182 / 7.1321 eV
* 2S+1: 3
* <S²>: 2.008

Here are the natural (NBO) charges for atoms 1 to 8, given in e: Ni 1.324; S -0.209; C -0.083; N -0.696; C 0.209; C -0.256; C -0.211; C -0.225

***

Computed, not measured: the molecule C26H34ClN5O4, with the ωB97M-V functional and the def2-TZVPD basis.

Cartesian coordinates (Å):
C (5.354, 0.448, 5.258)
C (4.874, -0.103, 3.913)
C (5.277, -1.575, 3.713)
C (4.464, -2.508, 4.607)
C (2.974, -2.265, 4.385)
C (2.654, -0.781, 4.595)
N (3.442, 0.113, 3.763)
C (2.963, 0.194, 2.396)
C (1.891, 1.286, 2.281)
C (1.264, 1.335, 0.893)
N (0.491, 0.138, 0.672)
C (-0.166, -0.184, -0.446)
C (-0.174, 0.669, -1.574)
C (-0.867, 0.358, -2.710)
C (-1.615, -0.829, -2.817)
C (-2.440, -1.048, -4.072)
C (-3.292, -2.324, -4.038)
C (-4.296, -2.312, -2.891)
N (-4.521, -3.512, -2.322)
O (-4.890, -1.314, -2.532)
N (-3.316, 0.095, -4.240)
C (-3.024, 1.168, -4.994)
O (-2.125, 1.208, -5.807)
C (-3.901, 2.377, -4.651)
C (-3.309, 2.904, -3.375)
C (-3.755, 2.451, -2.138)
C (-3.122, 2.837, -0.971)
C (-2.030, 3.684, -1.042)
Cl (-1.224, 4.161, 0.415)
C (-1.574, 4.157, -2.261)
C (-2.215, 3.761, -3.420)
C (-1.597, -1.689, -1.751)
C (-0.890, -1.400, -0.575)
N (-0.947, -2.370, 0.443)
O (-1.597, -3.387, 0.247)
O (-0.341, -2.177, 1.499)
H (4.978, 1.459, 5.388)
H (5.010, -0.157, 6.090)
H (6.441, 0.472, 5.278)
H (5.365, 0.495, 3.135)
H (6.344, -1.690, 3.915)
H (5.102, -1.845, 2.668)
H (4.711, -2.329, 5.655)
H (4.715, -3.547, 4.382)
H (2.380, -2.865, 5.076)
H (2.701, -2.562, 3.370)
H (1.597, -0.599, 4.392)
H (2.839, -0.515, 5.639)
H (2.554, -0.763, 2.042)
H (3.795, 0.457, 1.737)
H (1.109, 1.110, 3.021)
H (2.346, 2.250, 2.508)
H (2.052, 1.416, 0.133)
H (0.617, 2.217, 0.810)
H (0.427, -0.529, 1.436)
H (0.378, 1.593, -1.527)
H (-0.840, 1.037, -3.547)
H (-1.773, -1.068, -4.944)
H (-2.650, -3.202, -3.986)
H (-3.865, -2.371, -4.968)
H (-3.993, -4.334, -2.553)
H (-5.154, -3.561, -1.539)
H (-4.070, 0.120, -3.562)
H (-4.937, 2.071, -4.516)
H (-3.826, 3.108, -5.455)
H (-4.606, 1.788, -2.076)
H (-3.470, 2.478, -0.015)
H (-0.724, 4.821, -2.302)
H (-1.852, 4.109, -4.375)
H (-2.122, -2.629, -1.764)

Output
* highest occupied orbital energy: -8.0 eV
* ΔE to the lowest compared entry with this formula, charge and spin: 2.5 kcal per mole
* E: -55676.4621 eV
* orbital gap: 7.6508 eV

Here are the natural (NBO) charges for atoms 1 to 8, given in e: C -0.617; C -0.028; C -0.420; C -0.402; C -0.422; C -0.216; N -0.469; C -0.216

***

Computed, not measured: a cluster of 3 separate species, C26H34F9NO9P2S in total, with the ωB97M-V functional and the def2-TZVPD basis.

Cartesian coordinates (Å):
C (2.812, -0.600, -3.388)
C (3.798, -0.337, -2.150)
O (3.689, 0.979, -1.544)
C (3.815, 2.031, -2.495)
C (4.854, 1.974, -3.675)
C (5.007, 3.099, -4.737)
C (4.044, 4.324, -4.614)
C (3.040, 4.372, -3.442)
C (2.880, 3.287, -2.347)
N (1.954, 3.327, -1.209)
C (0.650, 3.918, -1.531)
C (-0.643, 3.362, -0.824)
C (-0.642, 2.182, 0.246)
C (-1.680, 0.989, -0.082)
C (-0.979, -0.438, -0.296)
F (0.312, -0.374, -0.896)
F (-0.808, -1.143, 0.946)
C (-1.910, -1.285, -1.328)
F (-3.298, -1.103, -1.013)
F (-1.642, -2.692, -1.153)
C (-1.610, -0.947, -2.870)
F (-0.494, -1.703, -3.310)
F (-1.301, 0.421, -3.108)
C (-2.861, -1.289, -3.848)
F (-2.302, -1.355, -5.165)
F (-3.771, -0.208, -3.823)
F (-3.458, -2.533, -3.575)
C (-2.042, 4.005, -1.144)
C (-2.233, 5.193, -2.129)
C (-0.965, 5.747, -2.819)
C (0.407, 5.110, -2.508)
S (1.913, 5.849, -3.330)
H (3.481, -0.828, -4.302)
H (2.173, -1.553, -3.243)
H (2.080, 0.245, -3.610)
H (3.497, -1.092, -1.326)
H (4.903, -0.546, -2.369)
H (5.544, 1.071, -3.757)
H (5.782, 2.993, -5.563)
H (4.090, 5.174, -5.390)
H (1.865, 2.416, -0.741)
H (-0.983, 2.650, 1.247)
H (0.377, 1.714, 0.454)
H (-2.410, 1.252, -0.939)
H (-2.353, 0.868, 0.851)
H (-2.970, 3.588, -0.622)
H (-3.273, 5.652, -2.309)
H (-1.013, 6.644, -3.537)
C (-5.934, -0.668, 4.684)
O (-5.066, 0.282, 4.092)
P (-3.815, 0.886, 4.885)
O (-2.711, 1.333, 3.998)
O (-3.388, -0.228, 5.951)
C (-2.743, -1.399, 5.468)
O (-4.452, 2.038, 5.796)
C (-3.761, 3.286, 5.837)
H (-5.780, -1.624, 4.178)
H (-5.761, -0.796, 5.754)
H (-6.969, -0.358, 4.528)
H (-2.310, -1.247, 4.478)
H (-3.468, -2.216, 5.425)
H (-1.950, -1.669, 6.166)
H (-4.079, 3.901, 4.994)
H (-2.678, 3.150, 5.805)
H (-4.014, 3.798, 6.766)
C (4.549, -4.838, 2.022)
O (3.390, -4.024, 2.008)
P (2.075, -4.447, 1.201)
O (0.828, -3.874, 1.761)
O (2.090, -6.047, 1.139)
C (1.804, -6.762, 2.331)
O (2.392, -4.021, -0.309)
C (1.356, -3.346, -1.023)
H (4.659, -5.246, 3.029)
H (4.501, -5.659, 1.305)
H (5.424, -4.225, 1.800)
H (1.274, -6.144, 3.058)
H (2.740, -7.117, 2.770)
H (1.186, -7.623, 2.077)
H (1.409, -2.279, -0.807)
H (0.369, -3.726, -0.759)
H (1.507, -3.499, -2.092)

Output
* highest occupied orbital energy: -7.4 eV
* E: -101296.5962 eV
* orbital gap: 7.8677 eV

Here are the Löwdin charges for atoms 1 to 8, given in e: C -0.073; C -0.226; O -0.131; C -0.140; C -0.009; C -0.062; C -0.090; C -0.409

***

Computed, not measured: a structure of composition C26H34IrN2O4S3Si, with the ωB97M-V functional and the def2-TZVPD basis.

Cartesian coordinates (Å):
Ir (-0.784, -0.056, -0.160)
C (1.676, 2.771, -2.405)
N (1.764, 1.925, -1.241)
C (1.395, 2.604, -0.018)
C (1.278, 1.739, 1.233)
N (0.009, 0.961, 1.509)
C (-1.046, 1.919, 1.950)
C (0.288, 0.048, 2.647)
C (0.917, 0.532, 3.791)
C (1.142, -0.291, 4.880)
C (0.724, -1.617, 4.830)
C (0.090, -2.094, 3.703)
C (-0.143, -1.273, 2.591)
S (-0.971, -1.912, 1.205)
C (2.941, 1.145, -1.155)
C (4.209, 1.678, -1.393)
C (5.342, 0.885, -1.342)
C (5.205, -0.463, -1.026)
C (3.955, -0.996, -0.772)
C (2.797, -0.206, -0.848)
S (1.286, -1.055, -0.584)
H (2.302, 3.680, -2.354)
H (1.980, 2.201, -3.284)
H (0.642, 3.072, -2.536)
H (2.175, 3.345, 0.250)
H (0.467, 3.141, -0.198)
H (2.096, 1.022, 1.285)
H (1.387, 2.432, 2.068)
H (-0.722, 2.429, 2.859)
H (-1.218, 2.626, 1.144)
H (-1.961, 1.362, 2.134)
H (1.238, 1.562, 3.853)
H (1.640, 0.101, 5.757)
H (0.895, -2.276, 5.673)
H (-0.239, -3.125, 3.652)
H (4.293, 2.731, -1.636)
H (6.319, 1.310, -1.539)
H (6.079, -1.102, -0.973)
H (3.849, -2.043, -0.517)
C (0.864, -3.313, -3.924)
C (-0.244, -2.660, -3.149)
C (-0.543, -1.333, -3.336)
C (-1.501, -0.693, -2.538)
C (-2.172, -1.412, -1.541)
C (-1.921, -2.800, -1.411)
C (-0.968, -3.394, -2.188)
S (-3.574, -0.672, -0.691)
O (-4.217, -1.737, 0.034)
O (-4.370, -0.006, -1.694)
O (-2.882, 0.315, 0.209)
H (0.964, -2.878, -4.918)
H (0.703, -4.387, -4.026)
H (1.808, -3.162, -3.395)
H (-0.019, -0.760, -4.091)
H (-1.786, 0.327, -2.749)
H (-2.500, -3.363, -0.694)
H (-0.754, -4.448, -2.058)
C (-3.795, 2.938, -0.658)
Si (-2.162, 2.902, -1.592)
C (-2.591, 2.734, -3.422)
C (-1.527, 4.685, -1.363)
O (-1.060, 1.832, -1.125)
H (-4.395, 3.783, -1.010)
H (-3.643, 3.065, 0.418)
H (-4.362, 2.021, -0.811)
H (-3.179, 3.597, -3.750)
H (-3.186, 1.834, -3.596)
H (-1.694, 2.684, -4.047)
H (-2.298, 5.383, -1.702)
H (-0.615, 4.915, -1.914)
H (-1.339, 4.903, -0.306)

Output
* highest occupied orbital energy: -4.4 eV
* ΔE to the lowest compared entry with this formula, charge and spin: 0.0 kcal per mole
* E: -81911.6223 eV
* orbital gap: 6.9562 eV
* charge: -1

Here are the Löwdin charges for atoms 1 to 8, given in e: Ir 0.967; C -0.075; N -0.185; C -0.175; C -0.146; N -0.263; C -0.044; C -0.268

***

Computed, not measured: the molecule C26H34N2O3, with the ωB97M-V functional and the def2-TZVPD basis.

Cartesian coordinates (Å):
O (4.715, 1.929, -2.620)
C (3.581, 1.622, -2.972)
C (2.491, 1.451, -1.975)
C (1.736, 0.289, -1.899)
C (0.789, 0.119, -0.905)
C (0.571, 1.126, 0.032)
O (-0.341, 1.096, 1.035)
C (-1.101, -0.077, 1.287)
C (-0.271, -1.144, 2.007)
C (-1.172, -2.322, 2.405)
N (-2.310, -1.933, 3.209)
C (-2.002, -1.685, 4.605)
C (-2.198, -2.972, 5.428)
C (-3.644, -3.370, 5.428)
C (-4.484, -2.993, 6.468)
C (-5.828, -3.320, 6.443)
C (-6.351, -4.024, 5.372)
C (-5.522, -4.399, 4.328)
C (-4.178, -4.075, 4.357)
C (-3.091, -0.916, 2.544)
C (-2.276, 0.331, 2.174)
C (1.336, 2.295, -0.043)
C (2.291, 2.448, -1.022)
N (3.281, 1.402, -4.270)
C (1.939, 1.371, -4.811)
C (1.845, 2.282, -6.046)
C (2.857, 3.418, -5.932)
C (4.284, 2.860, -6.000)
C (5.288, 3.871, -5.415)
O (5.010, 4.264, -4.104)
C (4.325, 1.503, -5.267)
H (1.902, -0.508, -2.609)
H (0.230, -0.803, -0.875)
H (-1.496, -0.481, 0.343)
H (0.171, -0.689, 2.896)
H (0.544, -1.494, 1.372)
H (-0.590, -3.064, 2.954)
H (-1.557, -2.799, 1.496)
H (-0.975, -1.323, 4.749)
H (-2.682, -0.923, 4.992)
H (-1.591, -3.767, 4.992)
H (-1.854, -2.791, 6.448)
H (-4.082, -2.442, 7.306)
H (-6.469, -3.025, 7.261)
H (-7.401, -4.280, 5.352)
H (-5.926, -4.948, 3.490)
H (-3.532, -4.363, 3.542)
H (-3.932, -0.646, 3.186)
H (-3.498, -1.361, 1.629)
H (-1.886, 0.808, 3.075)
H (-2.901, 1.054, 1.650)
H (1.162, 3.065, 0.691)
H (2.893, 3.343, -1.064)
H (1.668, 0.343, -5.082)
H (1.248, 1.715, -4.039)
H (0.832, 2.678, -6.123)
H (2.050, 1.713, -6.955)
H (2.705, 4.146, -6.729)
H (2.727, 3.932, -4.977)
H (4.567, 2.694, -7.045)
H (6.303, 3.450, -5.494)
H (5.253, 4.788, -6.012)
H (5.082, 3.487, -3.517)
H (4.180, 0.686, -5.980)
H (5.284, 1.360, -4.765)

Output
* highest occupied orbital energy: -8.5 eV
* ΔE to the lowest compared entry with this formula, charge and spin: 26.8 kcal per mole
* E: -36637.1893 eV
* orbital gap: 9.0895 eV

Here are the natural (NBO) charges for atoms 1 to 8, given in e: O -0.666; C 0.690; C -0.178; C -0.185; C -0.264; C 0.320; O -0.493; C 0.102